No. 1
{
  "formula": "C5H6N",
  "method": "the ωB97M-V functional and the def2-TZVPD basis",
  "elements": ["N", "C", "C", "C", "C", "C", "H", "H", "H", "H", "H", "H"],
  "positions_angstrom": [[1.138678, 0.339246, -0.391853], [0.797444, 0.246362, 0.997714], [2.042037, 0.187675, -1.302265], [-2.537552, 0.886745, -0.682077], [-0.162521, 0.495037, 0.148041], [-1.448762, 0.721957, -0.163469], [-1.186158, -1.593289, 1.840162], [-3.544973, 0.854345, -0.938667], [3.108045, 0.063111, -1.180612], [1.736702, 0.362749, -2.343422], [1.058189, -0.257611, 1.924913], [-1.001132, -2.306323, 2.091532]],
  "forces_ev_per_a": [[2.3, -0.8, 0.0], [-0.3, -0.7, -0.5], [-1.7, 1.1, -0.7], [2.3, -0.7, 1.6], [1.5, 0.2, 1.0], [-3.1, 0.6, -2.1], [0.2, -1.1, 0.4], [-1.2, 0.3, -0.5], [-0.1, -0.3, 1.0], [-0.1, -0.1, 0.5], [0.5, 0.5, -0.2], [-0.3, 1.1, -0.4]],
  "multiplicity": 1,
  "orbital_gap_ha": 0.3446,
  "charge": 1,
  "total_energy_ev": -6758.3249,
  "lumo_energy_ev": -5.19
}

=====

No. 2
{
  "formula": "C5H10NO2",
  "method": "the ωB97M-V functional and the def2-TZVPD basis",
  "elements": ["O", "O", "N", "C", "C", "C", "C", "C", "H", "H", "H", "H", "H", "H", "H", "H", "H", "H"],
  "positions_angstrom": [[3.005581, 0.379245, -0.621241], [1.038851, 1.530815, 0.106595], [-3.024701, 0.818168, -0.231777], [2.094725, -0.582854, -0.087911], [-0.945869, -0.593090, -0.142229], [0.912800, 0.284497, 0.366952], [-0.215469, -0.335424, 1.128755], [-2.107759, -0.139010, -0.635063], [3.852935, 0.125985, -0.896768], [1.846047, 1.621877, -0.475716], [-0.158105, -1.235262, 1.787832], [-0.728549, 0.482254, 1.583706], [-3.933946, 0.986617, -0.601040], [-0.491411, -1.603993, -0.658332], [2.119571, -1.518134, -0.711918], [-2.469934, -0.569004, -1.531496], [-3.122318, 1.208226, 0.675238], [2.327558, -0.860906, 0.944418]],
  "forces_ev_per_a": [[-2.4, 0.7, 0.7], [-0.6, -0.5, 0.6], [1.2, -0.4, 0.6], [1.0, 0.6, 0.2], [1.5, -4.1, -1.7], [0.2, -1.7, -0.9], [-0.3, 1.4, -0.3], [-2.2, 1.6, 0.4], [1.7, -1.1, -0.5], [-0.1, 0.0, 0.2], [0.8, 0.9, -0.6], [-0.3, 0.5, 1.0], [-0.2, -0.8, -1.5], [-1.5, 2.8, 0.8], [-1.1, 1.0, 0.6], [0.0, -0.6, -0.9], [1.2, 0.1, 1.1], [1.0, -0.5, 0.1]],
  "multiplicity": 1,
  "orbital_gap_ha": [0.3064, 0.3064],
  "charge": 1,
  "total_energy_ev": -10922.9400,
  "lumo_energy_ev": [-4.35, -4.34]
}